No. 1
DFT (ωB97M-V/def2-TZVPD) results for one molecule with the formula C5H12N2O.

As for the spin multiplicity: 1. The energy above the lowest of the compared OMol25 structures with the same formula, charge and spin comes out at 190.87 kJ/mol. Its total charge is 0. The HOMO-LUMO gap is 9.0521 eV. The value obtained for the total energy is -10406.446 eV.

Geometry as XYZ:
```
20
Properties=species:S:1:pos:R:3:forces:R:3
C 0.212971 -1.678778 1.323420 -1.0 -0.6 0.0
C 0.891417 -0.633289 0.859585 0.6 0.3 -0.1
N 1.786458 0.079187 1.665730 -0.3 -0.1 0.2
C 0.947248 -0.212478 -0.597059 -0.6 -0.5 0.1
C -0.106534 0.813723 -1.054918 0.2 0.5 0.3
N -0.117484 1.913662 -0.070588 0.1 0.3 0.3
C -1.526624 0.289646 -1.328049 0.0 -0.2 0.1
O -1.859251 -0.958209 -0.757401 -0.1 0.1 0.1
H 0.079930 -1.941238 2.368996 0.5 0.3 0.1
H -0.365311 -2.325409 0.675751 0.2 0.1 -0.2
H 1.645600 -0.145084 2.642849 0.2 0.2 0.0
H 1.771603 1.075763 1.498386 -0.1 0.0 0.0
H 1.909619 0.247492 -0.781139 0.3 0.0 0.0
H 0.892394 -1.116665 -1.195174 -0.1 -0.1 -0.3
H 0.270779 1.219374 -1.999864 -0.1 -0.1 -0.1
H 0.479550 2.678314 -0.357720 0.0 -0.1 0.0
H -1.022690 2.325909 0.119963 -0.1 -0.3 -0.2
H -2.230260 1.061260 -1.000355 -0.1 0.0 -0.1
H -1.676768 0.153448 -2.397213 0.1 0.0 -0.1
H -1.809885 -0.882147 0.204063 0.1 0.0 -0.1
```
Forces are in eV/Å.

Here are the natural (NBO) charges for atoms 1 to 2, given in e:
1. C -0.554
2. C 0.218

No. 2
DFT (ωB97M-V/def2-TZVPD) results for one molecule with the formula C6H9N.

As for the spin multiplicity: 1. The energy above the lowest of the compared OMol25 structures with the same formula, charge and spin comes out at 308.68 kJ/mol. Its total charge is 0. The HOMO-LUMO gap is 9.6333 eV. The value obtained for the total energy is -7854.960 eV.

Geometry as XYZ:
```
16
Properties=species:S:1:pos:R:3:forces:R:3
C -0.536458 1.335188 -0.833567 -0.2 0.0 0.1
C 0.247355 0.073165 -1.008163 -0.9 -0.2 0.0
C 0.159035 -1.114333 -0.141277 -0.4 -0.1 -0.3
C -0.964165 -1.094299 0.876701 0.0 -0.1 0.1
C 1.455205 -0.382998 0.114635 -0.3 1.1 -0.7
C 1.513309 0.444898 1.285287 0.0 0.9 0.4
N 1.605929 1.138027 2.212340 -0.1 -0.7 -0.8
H -0.269674 2.077607 -1.592608 0.0 -0.2 0.1
H -1.597875 1.096143 -0.935387 -0.1 0.2 0.0
H -0.359942 1.781673 0.149068 -0.1 -0.1 -0.1
H 0.503679 -0.194165 -2.040186 0.3 0.4 0.4
H 0.256369 -2.070045 -0.646703 0.0 0.0 0.0
H -1.028310 -0.146278 1.418711 0.1 -0.2 -0.1
H -1.910366 -1.243266 0.341399 0.2 0.0 0.2
H -0.859629 -1.897023 1.607778 0.0 0.1 0.0
H 1.785538 0.195707 -0.808028 1.6 -1.2 0.6
```
Forces are in eV/Å.

Here are the natural (NBO) charges for atoms 1 to 2, given in e:
1. C -0.647
2. C -0.116

No. 3
DFT (ωB97M-V/def2-TZVPD) results for C32H64AsCl22O2Si as an isolated structure.

As for the spin multiplicity: 1. Its total charge is -1. The HOMO-LUMO gap is 4.2293 eV. The value obtained for the total energy is -382508.116 eV.

Geometry as XYZ:
```
122
Properties=species:S:1:pos:R:3:forces:R:3
C 7.762450 -3.381610 0.159314 0.8 -0.9 0.1
C 6.749278 -4.689349 0.088031 1.2 -1.3 1.0
C 7.393393 -5.769027 1.195594 -0.1 0.9 0.5
C 6.859709 -5.509576 -1.365615 -0.9 1.5 0.5
C 5.227020 -4.414818 0.585800 0.2 -0.3 0.7
C 4.340922 -3.330346 -0.220642 -1.7 0.9 -0.1
C 2.912513 -4.093699 -0.639260 1.3 -0.1 -0.4
C 4.951802 -2.722741 -1.602285 -0.5 1.0 -0.8
C 3.906236 -2.040577 0.749488 -0.9 2.9 2.2
C 2.554783 -2.125733 1.707295 1.7 3.2 0.5
C 2.054866 -0.879321 2.695747 3.6 0.6 -2.5
C 2.948369 0.526908 2.679608 1.2 -2.4 -2.0
O 2.589348 1.724077 3.476374 0.6 -1.5 -3.2
C 2.410688 2.899984 2.575250 -0.3 1.0 -0.8
C 1.325188 2.588340 1.350261 0.3 0.0 1.0
O 0.134180 2.004363 2.019008 1.4 0.3 -2.5
C -0.601954 1.218306 1.006363 -0.7 -0.5 -1.1
C -2.232149 1.230399 1.218262 1.5 2.1 0.2
As -3.104081 -0.583188 0.795689 -0.3 0.7 -0.1
Si -4.253096 -2.582928 0.419557 -0.1 -0.9 0.1
C -5.385511 -2.309754 -1.127878 -0.7 -0.7 -0.8
C -5.352141 -3.045879 1.975047 -0.3 0.2 0.2
C -2.929430 -3.977707 0.168293 1.3 -0.8 0.0
C 4.289662 0.622810 1.739531 -1.7 -3.1 0.0
C 4.800054 -0.629011 0.795754 -3.8 -0.1 2.7
H 8.858169 -3.842657 0.269264 -2.2 1.0 -0.3
H 7.607204 -2.733964 1.140374 0.0 -1.2 -2.2
H 7.787179 -2.746108 -0.826933 -0.3 -1.2 2.2
H 8.547117 -5.917773 0.979086 -2.4 0.1 0.3
H 7.305079 -5.302357 2.286155 0.2 -1.0 -2.2
H 6.820282 -6.789365 1.206087 1.1 1.9 -0.2
H 7.607565 -6.414084 -1.289904 -1.6 1.9 -0.3
H 7.169668 -4.695254 -2.156203 -0.4 -1.9 1.3
H 5.753377 -5.836213 -1.630213 2.4 0.3 0.4
H 4.651837 -5.454950 0.568704 1.2 2.1 -0.1
H 5.263417 -4.093927 1.735240 0.0 -0.6 -2.5
H 2.546094 -4.681722 0.304208 0.4 1.2 -2.0
H 3.227012 -4.861935 -1.489426 -0.8 1.4 1.8
H 2.129347 -3.346573 -1.089777 1.5 -1.5 1.1
H 5.207416 -3.536422 -2.435675 -0.4 1.6 2.1
H 5.852974 -1.955397 -1.445142 -1.9 -2.0 -0.3
H 4.087888 -2.061079 -2.093929 1.8 -1.4 1.1
H 1.858138 -3.091238 1.741071 1.8 2.4 -0.2
H 1.094468 -1.003733 3.372389 2.2 0.4 -1.7
H 2.027801 3.800509 3.247986 0.6 -2.2 -1.3
H 3.445044 3.274400 2.117591 -2.1 -1.0 0.9
H 1.783893 1.867612 0.517037 -0.9 1.4 2.0
H 1.033013 3.593568 0.808206 0.6 -1.8 1.1
H -0.162953 0.117461 1.002635 -1.0 2.0 0.1
H -0.329535 1.663210 -0.065524 -0.8 -0.9 2.1
H -2.695955 2.028137 0.477255 0.9 -1.5 1.5
H -2.497149 1.564788 2.318578 0.6 -0.8 -2.0
H -1.830739 -1.079180 0.065387 0.9 -0.3 -0.5
H -3.696799 -0.017189 -0.543741 -0.2 0.5 -0.7
H -4.384063 -0.074090 1.540074 -0.8 0.4 0.5
H -2.580386 -1.190806 2.129069 0.6 -0.3 1.0
H -5.996938 -1.310404 -0.990062 1.3 -1.9 -0.5
H -4.726640 -2.310898 -2.121853 -1.6 0.2 2.1
H -6.135628 -3.221214 -1.188530 1.3 1.8 -0.1
H -5.514971 -2.022616 2.550320 0.1 -2.2 -1.1
H -6.368835 -3.465149 1.544605 1.9 0.7 1.3
H -4.785538 -3.815691 2.669293 -1.3 1.4 -1.4
H -1.855434 -3.496232 0.358168 -2.2 -0.8 -0.4
H -2.925649 -4.362578 -0.948277 0.1 0.4 2.3
H -3.018974 -4.862361 0.958499 0.2 2.1 -2.2
H 4.910584 1.636739 1.751542 -1.5 -2.5 0.0
H 5.789247 -0.469031 0.189093 -2.5 -0.6 1.4
C 9.155831 -0.200051 -1.944922 0.4 0.2 0.0
Cl 8.821386 -1.495965 -3.099815 0.1 0.0 -0.1
Cl 7.810705 0.009873 -0.817279 0.3 0.3 -0.1
H 10.057449 -0.450451 -1.380524 -0.3 -0.1 -0.1
H 9.310453 0.733047 -2.492114 -0.2 -0.6 0.2
C -5.380823 -2.006615 5.536201 0.2 -0.3 0.2
Cl -3.862560 -1.132140 5.301269 -0.1 -0.1 0.0
Cl -6.737890 -1.128733 4.820167 -0.1 0.0 0.1
H -5.302765 -2.988446 5.062836 0.0 0.3 -0.1
H -5.560138 -2.126779 6.607372 0.0 0.2 -0.3
C -4.542401 4.079670 -1.639311 0.1 0.2 -0.4
Cl -3.841561 2.696516 -2.488268 0.0 0.2 0.0
Cl -5.183070 3.600479 -0.062944 -0.1 0.0 0.1
H -3.768274 4.837037 -1.493426 -0.2 -0.3 0.1
H -5.354144 4.493376 -2.242570 0.2 -0.2 0.2
C -5.980278 6.956302 0.823811 0.0 -0.4 0.4
Cl -7.384535 7.874822 1.380052 0.0 0.0 0.1
Cl -5.352260 7.611008 -0.693412 0.1 -0.1 -0.1
H -5.197469 7.007739 1.584550 -0.2 0.1 -0.3
H -6.274908 5.915744 0.667505 0.1 0.4 -0.1
C -6.085747 11.092196 -1.574229 0.0 -0.4 0.2
Cl -4.776794 12.128283 -2.155765 0.1 0.0 0.0
Cl -7.378298 12.050649 -0.842319 -0.1 -0.1 0.0
H -6.494182 10.528449 -2.416565 0.1 0.3 0.4
H -5.687653 10.401779 -0.826669 -0.1 0.3 -0.1
C 10.110953 3.422004 -4.656247 0.0 0.3 -0.2
Cl 10.811794 2.038850 -5.505204 0.0 0.1 0.0
Cl 9.470285 2.942813 -3.079880 0.0 0.5 0.0
H 10.885081 4.179370 -4.510362 -0.2 -0.3 0.0
H 9.299211 3.835709 -5.259506 0.1 -0.2 0.2
C -2.185747 -7.973604 0.928909 0.0 -0.3 0.0
Cl -0.876794 -6.937517 0.347372 0.1 -0.2 0.0
Cl -3.478298 -7.015151 1.660818 -0.2 -0.6 0.2
H -2.594182 -8.537352 0.086573 0.1 0.3 0.2
H -1.787653 -8.664022 1.676468 -0.1 0.3 -0.1
C -5.954900 11.494873 -6.128511 0.3 0.1 -0.2
Cl -6.118173 10.436846 -4.721762 0.1 -0.1 -0.5
Cl -7.537935 12.000417 -6.731368 0.1 0.1 -0.1
H -5.383441 12.381326 -5.842511 -0.2 -0.2 0.0
H -5.428226 10.955952 -6.919825 -0.2 0.1 0.2
C 7.663971 -1.391259 -7.016353 0.2 -0.2 0.2
Cl 6.506511 -2.135463 -8.126068 0.1 -0.1 0.0
Cl 7.449178 0.362342 -6.955025 0.1 0.0 0.1
H 7.512839 -1.803411 -6.015629 -0.1 0.2 -0.3
H 8.677824 -1.613909 -7.357717 -0.3 0.1 0.0
C -10.306624 -1.332480 5.439713 0.4 0.1 -0.1
Cl -11.167805 -2.536669 4.473629 0.1 0.0 -0.1
Cl -11.214483 -0.920608 6.899563 0.0 0.1 0.1
H -9.333622 -1.737625 5.728304 -0.3 0.1 -0.1
H -10.167142 -0.429318 4.840678 -0.3 -0.5 0.2
C -8.418995 1.793443 2.176592 0.2 0.1 -0.6
Cl -7.718154 0.410289 1.327634 -0.1 0.2 0.0
Cl -9.059664 1.314252 3.752958 0.0 0.4 0.0
H -7.644867 2.550810 2.322476 -0.1 -0.3 0.1
H -9.230737 2.207149 1.573333 0.1 -0.2 0.2
```
Forces are in eV/Å.

Here are the Mulliken charges for atoms 1 to 2, given in e:
1. C -0.631
2. C 1.349

Calculated max |F| in order - 1.18, 2.05, 4.66 eV Å⁻¹
Calculated LUMO energy in order - 0.89, 0.76, 1.41 eV